Record 1
C19H20AuCl3GeN4 | ωB97M-V/def2-TZVPD

- spin multiplicity = 2
- LUMO level (alpha / beta) (eV) = -11.653 / -13.323
- electronic energy (Ha) = -4547.29396
- charge = +3
- HOMO-LUMO gap (alpha / beta) (eV) = 7.26 / 5.59
- relative energy (zero: lowest compared OMol25 entry of this formula, charge and spin) (kcal per mole) = 0.0
- HOMO energy (alpha / beta) (eV) = -18.91 / -18.91

XYZ file:
```
48
Properties=species:S:1:pos:R:3:forces:R:3
Au 0.361112 0.014936 -0.222857 -0.1 -0.2 0.3
C -1.094347 0.916196 2.372830 0.0 0.0 0.0
C -0.070084 0.058765 3.104361 0.1 0.0 0.0
C 1.349766 0.315181 2.663020 -0.1 -0.1 0.0
C 2.306947 0.487907 3.651279 0.0 0.0 0.0
C 3.596996 0.884953 3.347350 0.0 0.0 -0.1
C 3.892680 1.167328 2.022460 0.0 0.0 0.1
C 2.925419 0.948274 1.074491 0.0 0.1 -0.2
N 1.687283 0.474046 1.353023 0.2 0.1 0.0
N -1.462264 0.323419 1.071679 0.0 0.2 0.0
C -2.148462 -0.979227 1.219521 0.0 -0.1 -0.1
C -1.226314 -2.176234 1.190794 0.0 0.0 -0.1
C -1.571673 -3.377339 1.791210 -0.1 0.0 0.0
C -0.723159 -4.468410 1.678764 0.0 0.0 0.0
C 0.466529 -4.340256 0.972861 0.0 0.0 0.0
C 0.773284 -3.121796 0.400476 0.0 0.0 0.0
N -0.074313 -2.095450 0.521186 0.1 0.0 0.0
C -2.277432 1.246856 0.254218 0.0 0.0 -0.1
C -2.289320 0.750847 -1.167824 0.0 0.1 0.1
C -3.361923 0.994889 -1.999018 0.0 0.0 0.0
C -3.365252 0.498730 -3.296244 0.1 0.0 0.0
C -2.290345 -0.274506 -3.707683 -0.1 0.0 0.0
C -1.246749 -0.491364 -2.835143 0.1 -0.1 0.0
N -1.218189 0.025988 -1.593086 -0.1 0.2 -0.2
H -0.675199 1.904277 2.175140 0.0 0.0 0.0
H -1.991340 1.059781 2.982179 0.0 -0.1 0.0
H -0.309294 -1.005456 3.064951 0.0 0.0 0.0
H -0.121798 0.316008 4.161269 0.0 0.0 0.0
H 2.009860 0.342565 4.681033 0.0 0.0 0.0
H 4.334920 1.016488 4.128033 0.0 0.0 0.0
H 4.855174 1.554716 1.719263 0.0 0.0 0.0
H 3.129754 1.214712 0.050399 0.0 -0.1 0.0
H -2.847686 -1.093052 0.387855 0.0 0.0 0.0
H -2.745139 -0.997324 2.134823 0.0 0.0 0.0
H -2.503675 -3.446397 2.338378 0.0 0.0 0.0
H -0.984936 -5.410378 2.143599 0.0 0.0 0.0
H 1.155822 -5.166270 0.863055 0.0 0.0 0.0
H 1.691911 -2.965020 -0.148776 0.0 0.0 0.0
H -1.848667 2.249120 0.323931 0.0 0.0 0.0
H -3.303454 1.308274 0.627934 0.0 0.0 0.0
H -4.199434 1.566145 -1.620225 0.0 0.0 0.0
H -4.199297 0.692439 -3.958215 0.0 0.0 0.0
H -2.250449 -0.712916 -4.695014 0.0 0.0 0.0
H -0.414527 -1.105824 -3.129012 0.0 0.0 0.0
Cl 1.825739 -1.770769 -3.442456 0.0 -0.1 -0.1
Ge 2.324304 -0.504849 -1.859090 -0.1 -0.1 0.2
Cl 3.791894 -1.481107 -0.714299 0.1 0.0 0.0
Cl 2.683444 1.476804 -2.420669 0.0 0.1 -0.1
```
Forces are in eV/Å.

Record 2
C19H20BBiF6NO6S6Sb | ωB97M-V/def2-TZVPD

- spin multiplicity = 1
- LUMO level (eV) = 3.598
- electronic energy (Ha) = -4710.53444
- charge = -2
- HOMO-LUMO gap (eV) = 6.14
- relative energy (zero: lowest compared OMol25 entry of this formula, charge and spin) (kcal per mole) = 32.1
- HOMO energy (eV) = -2.54

XYZ file:
```
61
Properties=species:S:1:pos:R:3:forces:R:3
Bi -1.181890 2.652296 -1.582096 -0.1 -0.2 0.0
C 0.747613 -0.897012 -4.351119 0.0 0.1 0.0
C -0.626683 -0.322644 -4.571331 0.0 -0.1 -0.1
C -1.682777 -0.646053 -3.727410 -0.1 0.0 0.0
C -2.939405 -0.078638 -3.908743 0.0 0.0 0.0
C -3.155268 0.817653 -4.945258 0.0 0.0 0.0
C -2.107256 1.145639 -5.794790 0.0 0.0 0.0
C -0.856882 0.578266 -5.608537 0.0 0.0 0.0
H 1.178977 -1.247665 -5.290930 0.0 0.0 0.0
H 0.719407 -1.727393 -3.644963 0.0 0.0 0.0
H 1.411873 -0.127070 -3.947769 0.0 0.0 0.0
H -1.519116 -1.331772 -2.905173 0.0 0.0 0.0
H -3.744304 -0.335536 -3.230399 0.0 0.0 0.0
H -4.133098 1.260428 -5.087782 0.0 0.0 0.0
H -2.255355 1.868001 -6.588000 0.0 0.0 0.0
H -0.032303 0.872145 -6.247789 0.0 0.0 0.0
F -2.661633 3.890205 4.133143 0.1 0.0 -0.1
C -2.540007 3.948679 2.796024 -0.1 -0.1 0.0
F -1.460442 3.251850 2.443711 0.0 0.0 0.0
F -2.362130 5.218650 2.448131 0.0 0.1 0.0
S -4.053990 3.255072 1.994245 0.1 0.0 0.1
O -3.905142 3.511743 0.590898 0.1 -0.1 0.0
O -5.134592 3.882768 2.696646 0.0 -0.1 0.0
N -3.909305 1.741383 2.425522 -0.2 0.1 -0.3
S -3.582734 0.554785 1.448275 0.0 0.0 0.0
O -2.746112 0.857505 0.312382 -0.1 0.0 0.2
O -4.704588 -0.312004 1.222134 0.0 0.0 0.1
C -2.485269 -0.413226 2.573254 0.0 0.1 0.0
F -1.306398 0.194068 2.726051 0.0 0.0 0.0
F -3.030921 -0.585281 3.780944 0.0 0.0 0.0
F -2.270272 -1.622189 2.043976 0.1 -0.1 0.0
S 3.259433 5.428421 -2.465334 -0.1 -0.1 0.1
Sb 1.027353 5.071892 -2.627501 0.2 0.2 -0.1
S 0.057138 4.523935 -0.451669 0.1 0.2 0.0
S 0.526350 2.837859 -3.472169 0.1 0.1 0.0
S -0.211247 6.596700 -3.764055 0.0 -0.1 0.1
C 2.442447 -3.485861 3.957601 0.0 0.0 0.0
C 3.290127 -2.735930 2.915983 0.0 -0.1 0.0
C 4.111355 -1.668341 3.640610 0.0 0.0 0.0
C 4.270222 -3.719515 2.260765 0.0 0.0 0.0
C 2.361629 -2.133746 1.858001 0.0 0.0 0.0
C 1.592714 -2.983810 1.058199 0.0 0.0 0.0
C 0.707752 -2.510505 0.091930 0.0 0.0 0.0
C 0.606225 -1.145863 -0.046570 0.0 0.1 0.1
O -0.184493 -0.410695 -0.883106 0.1 0.0 0.0
B 0.070295 0.937732 -0.573377 -0.2 -0.2 0.0
O 1.040323 1.001549 0.425912 0.0 0.2 0.0
C 1.347588 -0.289771 0.748643 0.0 0.0 -0.1
C 2.234137 -0.751167 1.695898 0.0 0.1 0.0
H 3.067065 -3.821202 4.792131 0.0 0.0 0.0
H 1.962586 -4.361617 3.516833 0.0 0.0 0.0
H 1.659987 -2.834335 4.351721 0.0 0.0 0.0
H 4.803013 -2.155249 4.332817 0.0 0.0 0.0
H 3.473838 -0.996048 4.219036 0.0 0.0 0.0
H 4.695846 -1.072539 2.936747 0.0 0.0 0.0
H 4.892154 -4.196987 3.024118 0.0 0.0 0.0
H 4.923457 -3.197721 1.557697 0.0 0.0 0.0
H 3.746424 -4.503074 1.712561 0.0 0.0 0.0
H 1.659343 -4.056461 1.199289 0.0 0.0 0.0
H 0.104530 -3.183141 -0.504129 0.0 0.0 0.0
H 2.792395 -0.039155 2.288190 0.0 0.0 0.0
```
Forces are in eV/Å.

Record 3
C19H20Cl3CoN4O2SSeSi | ωB97M-V/def2-TZVPD

- spin multiplicity = 1
- LUMO level (alpha / beta) (eV) = -0.489 / -0.488
- electronic energy (Ha) = -6958.16025
- charge = 0
- HOMO-LUMO gap (alpha / beta) (eV) = 6.88 / 6.88
- relative energy (zero: lowest compared OMol25 entry of this formula, charge and spin) (kcal per mole) = 0.0
- HOMO energy (alpha / beta) (eV) = -7.37 / -7.37

XYZ file:
```
52
Properties=species:S:1:pos:R:3:forces:R:3
Co 0.076510 -1.414789 -0.300201 -0.6 -0.7 0.1
N -6.616037 -2.030603 2.044975 -0.1 0.0 0.1
C -5.377057 -1.446462 2.077613 0.1 0.0 0.0
C -4.304397 -2.098296 2.701124 0.0 0.0 0.0
C -3.056177 -1.522087 2.713512 0.0 0.0 0.0
C -2.865590 -0.279819 2.114722 0.1 -0.1 -0.2
C -3.919078 0.391564 1.508508 0.0 0.0 0.0
C -5.170028 -0.183359 1.506127 0.0 0.0 0.0
S -1.238587 0.318915 2.014035 0.2 0.1 -0.2
O -1.227447 1.204634 0.750066 0.0 0.0 -0.1
O -0.799862 1.028058 3.163809 -0.1 0.0 0.1
N -0.331790 -0.890838 1.553165 -0.4 0.0 0.1
C 0.759448 -1.414195 2.206667 0.3 0.0 -0.1
N 1.587918 -1.927585 1.274222 -0.2 0.4 0.0
C 2.706136 -2.485968 1.708130 0.1 -0.1 -0.1
C 3.001957 -2.536660 3.061853 0.0 0.0 0.0
C 2.062725 -2.003287 3.925657 -0.1 0.0 0.0
N 0.922313 -1.445099 3.513106 0.0 0.0 0.1
H -6.658810 -3.025605 2.184462 0.0 0.0 0.0
H -7.287014 -1.666732 1.391319 0.0 0.0 0.0
H -4.452448 -3.078182 3.137525 0.0 0.0 0.0
H -2.223421 -2.045616 3.168003 0.0 0.0 0.0
H -3.755051 1.339151 1.014318 0.0 0.0 0.0
H -5.994297 0.326565 1.022767 0.0 0.0 0.0
H 3.363801 -2.897724 0.951709 0.0 0.0 0.0
H 3.915008 -2.981985 3.425998 0.0 0.0 0.0
H 2.217953 -2.026778 4.998184 0.0 0.0 0.0
C -5.400683 -6.392586 0.655855 0.0 0.0 0.0
C -4.577070 -5.199177 0.250097 0.0 0.0 0.0
C -3.220767 -5.123898 0.528867 0.0 0.0 0.0
C -2.442733 -4.037973 0.138887 0.0 0.0 0.0
C -0.982796 -4.040500 0.478183 0.1 -0.1 -0.1
C -3.033310 -2.980165 -0.556117 -0.2 0.2 0.1
Se -2.102874 -1.432675 -1.239811 0.4 0.0 -0.1
C -4.406850 -3.032378 -0.849981 0.0 0.0 0.1
C -5.139996 -1.952192 -1.604326 0.0 0.0 0.0
C -5.144608 -4.138326 -0.441401 0.0 0.0 0.0
H -4.822529 -7.076684 1.276464 0.0 0.0 0.0
H -5.745640 -6.947273 -0.218664 0.0 0.0 0.0
H -6.287525 -6.095641 1.220129 0.0 0.0 0.0
H -2.741482 -5.938005 1.063325 0.0 0.0 0.0
H -0.704436 -4.945858 1.018450 0.0 0.0 0.0
H -0.753396 -3.194788 1.121368 0.0 0.1 0.1
H -0.362493 -3.982023 -0.423690 -0.1 0.0 0.1
H -4.641540 -0.986995 -1.554071 0.0 0.0 0.0
H -6.147060 -1.834443 -1.197977 0.0 0.0 0.0
H -5.240168 -2.217118 -2.659417 0.0 0.0 0.0
H -6.205273 -4.165426 -0.678874 0.0 0.0 0.0
Cl 1.615012 1.627455 -0.168508 0.0 0.1 0.1
Si -0.171961 0.708448 -0.576910 -0.1 -0.1 0.1
Cl 0.967787 -2.212022 -2.076743 0.2 0.2 -0.1
Cl -0.987684 1.681212 -2.159984 0.0 0.0 0.0
```
Forces are in eV/Å.

Record 4
C19H20Cl5IrNO4Sb | ωB97M-V/def2-TZVPD

- spin multiplicity = 1
- LUMO level (alpha / beta) (eV) = -11.041 / -11.008
- electronic energy (Ha) = -3736.38084
- charge = +2
- HOMO-LUMO gap (alpha / beta) (eV) = 2.34 / 2.61
- HOMO energy (alpha / beta) (eV) = -13.38 / -13.62

XYZ file:
```
51
Properties=species:S:1:pos:R:3:forces:R:3
Ir 0.391200 0.651600 -0.434400 0.2 0.2 -0.1
Cl 0.833600 3.032600 1.202800 0.4 -0.7 -0.4
C -0.819800 3.015200 0.720800 -0.8 -0.2 -0.2
C -1.202100 1.881400 -0.006100 0.6 0.1 -0.1
C -2.527500 1.832700 -0.430700 0.2 0.4 0.2
Cl -3.038400 0.448000 -1.302500 0.0 -0.7 0.2
C -3.444200 2.852500 -0.160500 0.1 0.3 0.4
Cl -5.046300 2.759100 -0.740400 -0.1 -0.1 0.0
C -3.031800 3.964600 0.597400 0.0 -0.4 -0.2
Cl -4.146700 5.191900 0.974300 0.1 0.0 0.0
C -1.698400 4.050200 1.046900 0.1 -0.2 0.0
Cl -1.173600 5.382700 1.971600 0.0 -0.2 -0.1
O 0.660200 1.631500 -2.582700 -0.7 0.1 1.2
C 1.412600 1.030700 -3.569900 0.9 -0.9 -1.8
C 0.950900 0.991900 -4.885600 -0.2 0.3 0.6
C 1.746800 0.453300 -5.877800 -0.1 0.1 -0.2
C 3.001500 -0.052200 -5.579100 0.3 -0.2 0.3
C 3.450900 -0.064700 -4.263000 -0.4 0.1 -0.8
C 2.646700 0.462700 -3.278500 0.1 0.1 2.4
C 3.158900 0.381900 -1.768600 1.0 1.9 -5.9
O 4.292800 0.736200 -1.640200 0.6 -0.3 1.6
O 2.282400 -0.057700 -1.005800 -2.8 -1.3 3.9
H -0.093300 2.082500 -2.993100 0.1 0.0 0.1
H -0.031300 1.385500 -5.111700 -0.1 0.1 -0.2
H 1.390100 0.441200 -6.897700 0.0 0.0 0.0
H 3.640000 -0.442300 -6.356900 -0.1 0.0 -0.1
H 4.414500 -0.484600 -4.016700 0.0 0.1 0.1
C -5.399100 -2.532000 1.653700 0.1 0.1 0.2
C -4.700300 -2.800000 0.342800 0.1 0.9 0.2
Sb -2.553300 -2.211700 0.390500 -0.1 -1.9 -1.7
C -1.599600 -3.569800 1.887900 0.4 0.7 0.6
C -1.963300 -5.011000 1.632400 -0.5 0.0 -0.7
C -1.799300 -2.801200 -1.606800 0.0 0.4 0.5
C -2.454500 -4.070100 -2.098400 -0.3 -0.2 0.2
H -6.416600 -2.919300 1.594400 0.0 -0.1 0.0
H -5.471500 -1.465400 1.864100 0.0 0.0 0.0
H -4.899500 -3.027300 2.487000 -0.1 0.0 0.1
H -5.156700 -2.257300 -0.481900 0.2 0.1 -0.1
H -4.676100 -3.860400 0.097300 0.5 -0.2 -0.1
H -1.939000 -3.233300 2.866000 0.0 0.2 0.0
H -0.528000 -3.399600 1.804700 0.0 0.2 -0.1
H -3.034800 -5.190700 1.692900 -0.1 -0.1 0.0
H -1.493900 -5.622400 2.405200 0.1 0.1 0.2
H -1.590400 -5.367000 0.674900 0.0 -0.1 0.0
H -0.724700 -2.913500 -1.488100 0.1 0.1 0.1
H -2.000500 -1.971500 -2.279600 0.0 0.2 0.1
H -2.261800 -4.914800 -1.442100 0.0 -0.1 0.0
H -2.040100 -4.314000 -3.076800 0.1 0.0 -0.1
H -3.528300 -3.953200 -2.224600 -0.1 -0.1 0.0
O -0.004100 -0.710700 1.920100 0.0 -0.4 -2.2
N -0.068900 -0.635600 0.740600 0.2 1.5 2.2
```
Forces are in eV/Å.